1.
Density functional theory data (ωB97M-V/def2-TZVPD) for a cluster of 7 separate species, C25H44BF6NO30PS6 in total.

Bonds (Å) are listed after each position.
Geometry (Å):
1 C 1.204 2.696 1.999  C2 1.506, H29 1.189, H30 1.170
2 C 2.380 3.080 1.141  C1 1.506, P3 1.945, H31 1.185
3 P 3.006 1.999 -0.350  C2 1.945, C4 1.905, C5 1.894, B11 1.926, C15 1.942, H32 1.462
4 C 4.594 3.026 -0.575  P3 1.905, H33 1.194, H34 1.194, H35 1.170
5 C 3.804 0.698 0.770  P3 1.894, C6 1.624, H36 1.192, H37 1.184
6 C 5.060 1.160 1.690  C5 1.624, O7 1.334, N8 1.544
7 O 5.166 2.232 2.477  C6 1.334
8 N 6.268 0.200 1.734  C6 1.544, C9 1.510, C10 1.512
9 C 7.046 0.228 0.440  N8 1.510, H38 1.194, H39 1.170, H40 1.170
10 C 5.812 -1.189 2.123  N8 1.512, H41 1.187, H42 1.177, H43 1.187
11 B 2.108 3.262 -1.493  P3 1.926, O12 1.475, O13 1.506
12 O 2.365 3.476 -2.929  B11 1.475, H44 1.020
13 O 1.002 4.092 -0.896  B11 1.506, C14 1.488
14 C 0.220 4.742 -1.983  O13 1.488, H45 1.193, H46 1.175, H47 1.173
15 C 3.329 0.943 -1.947  P3 1.942, O16 1.362, C17 1.651
16 O 4.391 1.219 -2.755  C15 1.362
17 C 2.408 -0.345 -2.410  C15 1.651, F18 1.509, F19 1.512, C20 1.638
18 F 1.791 -1.077 -1.244  C17 1.509
19 F 3.390 -1.340 -2.988  C17 1.512
20 C 1.351 -0.017 -3.617  C17 1.638, F21 1.511, F22 1.490, C23 1.634
21 F 1.244 -1.279 -4.440  C20 1.511
22 F 1.817 1.032 -4.568  C20 1.490
23 C -0.171 0.349 -3.150  C20 1.634, F24 1.479, F25 1.511, C26 1.647
24 F -0.307 0.905 -1.786  C23 1.479
25 F -0.647 1.436 -4.085  C23 1.511
26 C -1.132 -0.952 -3.463  C23 1.647, O27 1.361, O28 1.481
27 O -1.809 -0.977 -4.644  C26 1.361
28 O -1.248 -2.076 -2.507  C26 1.481, H48 1.005
29 H 0.297 3.462 2.065  C1 1.189
30 H 1.140 1.704 2.615  C1 1.170
31 H 2.907 4.107 1.412  C2 1.185
32 H 1.745 1.270 -0.230  P3 1.462
33 H 4.522 3.787 -1.491  C4 1.194
34 H 4.785 3.725 0.374  C4 1.194
35 H 5.577 2.414 -0.746  C4 1.170
36 H 4.168 -0.211 0.090  C5 1.192
37 H 2.980 0.251 1.493  C5 1.184
38 H 7.518 -0.861 0.310  C9 1.194
39 H 6.388 0.405 -0.510  C9 1.170
40 H 7.935 0.977 0.574  C9 1.170
41 H 4.710 -1.235 2.562  C10 1.187
42 H 5.885 -1.989 1.263  C10 1.177
43 H 6.508 -1.578 3.003  C10 1.187
44 H 2.865 4.365 -2.961  O12 1.020
45 H -0.734 5.289 -1.520  C14 1.193
46 H -0.203 3.981 -2.771  C14 1.175
47 H 0.881 5.589 -2.455  C14 1.173
48 H -1.920 -1.769 -1.826  O28 1.005
49 C -0.472 -2.238 1.454  C50 1.526, O55 1.427, H56 1.095, H57 1.093
50 C -0.994 -2.726 2.803  C49 1.526, O51 1.426, H58 1.093, H59 1.095
51 O 0.159 -2.823 3.636  C50 1.426, S52 1.631
52 S 1.230 -1.675 3.194  O51 1.631, O53 1.446, O54 1.444, O55 1.630
53 O 1.071 -0.545 4.082  S52 1.446
54 O 2.504 -2.310 2.948  S52 1.444
55 O 0.554 -1.296 1.760  C49 1.427, S52 1.630
56 H -0.022 -3.059 0.885  C49 1.095
57 H -1.256 -1.768 0.854  C49 1.093
58 H -1.499 -3.692 2.729  C50 1.093
59 H -1.673 -1.993 3.251  C50 1.095
60 C -6.792 -3.162 2.775  C61 1.526, O66 1.427, H67 1.095, H68 1.093
61 C -5.868 -4.277 3.258  C60 1.526, O62 1.426, H69 1.093, H70 1.095
62 O -4.603 -3.998 2.662  C61 1.426, S63 1.631
63 S -4.433 -2.382 2.512  O62 1.631, O64 1.446, O65 1.444, O66 1.630
64 O -3.657 -1.905 3.635  S63 1.446
65 O -4.098 -2.083 1.139  S63 1.444
66 O -5.993 -1.981 2.765  C60 1.427, S63 1.630
67 H -7.135 -3.350 1.752  C60 1.095
68 H -7.659 -3.031 3.429  C60 1.093
69 H -6.222 -5.268 2.965  C61 1.093
70 H -5.744 -4.241 4.346  C61 1.095
71 C 7.837 0.476 -5.636  C72 1.526, O77 1.427, H78 1.095, H79 1.093
72 C 7.315 -0.011 -4.287  C71 1.526, O73 1.426, H80 1.093, H81 1.095
73 O 8.468 -0.109 -3.454  C72 1.426, S74 1.631
74 S 9.540 1.039 -3.895  O73 1.631, O75 1.446, O76 1.444, O77 1.630
75 O 9.381 2.170 -3.008  S74 1.446
76 O 10.814 0.405 -4.141  S74 1.444
77 O 8.863 1.419 -5.329  C71 1.427, S74 1.630
78 H 8.287 -0.344 -6.204  C71 1.095
79 H 7.054 0.947 -6.236  C71 1.093
80 H 6.810 -0.977 -4.360  C72 1.093
81 H 6.636 0.721 -3.839  C72 1.095
82 C 1.955 -1.971 7.825  C83 1.526, O88 1.427, H89 1.095, H90 1.093
83 C 1.078 -2.856 8.706  C82 1.526, O84 1.426, H91 1.093, H92 1.095
84 O 0.031 -3.311 7.852  C83 1.426, S85 1.631
85 S 0.611 -3.459 6.335  O84 1.631, O86 1.446, O87 1.444, O88 1.630
86 O 0.963 -4.845 6.120  S85 1.446
87 O -0.250 -2.718 5.442  S85 1.444
88 O 1.987 -2.613 6.551  C82 1.427, S85 1.630
89 H 1.511 -0.979 7.696  C82 1.095
90 H 2.968 -1.865 8.224  C82 1.093
91 H 0.669 -2.316 9.563  C83 1.093
92 H 1.631 -3.733 9.059  C83 1.095
93 C -4.766 1.011 -1.970  C94 1.526, O99 1.427, H100 1.095, H101 1.093
94 C -4.755 0.889 -0.448  C93 1.526, O95 1.426, H102 1.093, H103 1.095
95 O -5.317 2.109 0.028  C94 1.426, S96 1.631
96 S -6.423 2.638 -1.047  O95 1.631, O97 1.446, O98 1.444, O99 1.630
97 O -7.731 2.223 -0.592  S96 1.446
98 O -6.107 4.005 -1.392  S96 1.444
99 O -5.987 1.676 -2.289  C93 1.427, S96 1.630
100 H -3.937 1.633 -2.322  C93 1.095
101 H -4.723 0.036 -2.462  C93 1.093
102 H -3.747 0.747 -0.050  C94 1.093
103 H -5.397 0.067 -0.114  C94 1.095
104 C -10.300 1.721 -3.749  C105 1.526, O110 1.427, H111 1.095, H112 1.093
105 C -9.330 0.545 -3.821  C104 1.526, O106 1.426, H113 1.093, H114 1.095
106 O -10.041 -0.560 -3.267  C105 1.426, S107 1.631
107 S -11.628 -0.390 -3.603  O106 1.631, O108 1.446, O109 1.444, O110 1.630
108 O -11.930 -1.186 -4.772  S107 1.446
109 O -12.370 -0.494 -2.368  S107 1.444
110 O -11.583 1.176 -4.052  C104 1.427, S107 1.630
111 H -10.337 2.139 -2.738  C104 1.095
112 H -10.043 2.511 -4.459  C104 1.093
113 H -8.409 0.729 -3.263  C105 1.093
114 H -9.083 0.301 -4.860  C105 1.095

E_LUMO   0.8 eV
Energy   -180814.611 eV
Multiplicity   1
Net charge   -1


2.
Density functional theory data (ωB97M-V/def2-TZVPD) for a cluster of 7 separate species, C25H44Br12Cl2F3N4O3 in total.

Bonds (Å) are listed after each position.
Geometry (Å):
1 C -6.091 1.093 1.838  C2 1.672, H26 1.194, H27 1.170, H28 1.184
2 C -4.474 0.681 1.731  C1 1.672, N3 1.373, C4 1.643
3 N -3.884 0.723 0.491  C2 1.373, H29 1.043
4 C -3.760 0.219 3.137  C2 1.643, C5 1.638, H30 1.194, H31 1.172
5 C -2.902 -1.174 3.054  C4 1.638, N6 1.541, N20 1.511
6 N -1.365 -1.181 2.938  C5 1.541, C7 1.513, N15 1.414
7 C -0.383 -0.035 2.841  N6 1.513, C8 1.647, H32 1.192, H33 1.189
8 C 0.063 0.362 1.306  C7 1.647, O9 1.493, H34 1.191, H35 1.171
9 O 0.333 1.830 1.250  C8 1.493, C10 1.478
10 C -0.933 2.590 1.194  O9 1.478, C11 1.656, H36 1.172, H37 1.171
11 C -0.729 4.190 0.819  C10 1.656, F12 1.504, F13 1.482, F14 1.501
12 F -0.015 4.291 -0.501  C11 1.504
13 F -2.078 4.795 0.716  C11 1.482
14 F 0.039 4.947 1.863  C11 1.501
15 N -0.937 -2.528 2.905  N6 1.414, C16 1.527
16 C -2.176 -3.416 2.975  N15 1.527, C17 1.641, N20 1.536
17 C -1.962 -5.041 2.905  C16 1.641, O18 1.483, H38 1.192, H39 1.180
18 O -2.847 -5.735 1.939  C17 1.483, O19 1.303
19 O -2.437 -5.580 0.712  O18 1.303, H40 1.021
20 N -3.457 -2.578 3.102  C5 1.511, C16 1.536, C21 1.519
21 C -4.874 -3.119 3.192  N20 1.519, Cl22 1.891, C23 1.638, H41 1.195
22 Cl -6.020 -2.396 1.873  C21 1.891
23 C -5.523 -3.104 4.696  C21 1.638, C24 1.636, Cl25 1.890, H42 1.191
24 C -6.362 -1.756 5.090  C23 1.636, H43 1.194, H44 1.170, H45 1.194
25 Cl -6.528 -4.674 5.004  C23 1.890
26 H -6.380 1.094 2.996  C1 1.194
27 H -6.226 2.143 1.338  C1 1.170
28 H -6.769 0.284 1.302  C1 1.184
29 H -2.897 0.406 0.609  N3 1.043
30 H -2.973 1.077 3.400  C4 1.194
31 H -4.564 0.258 3.988  C4 1.172
32 H -0.760 0.903 3.474  C7 1.192
33 H 0.611 -0.390 3.388  C7 1.189
34 H 1.058 -0.222 1.014  C8 1.191
35 H -0.754 0.010 0.544  C8 1.171
36 H -1.508 2.549 2.215  C10 1.172
37 H -1.599 2.138 0.344  C10 1.171
38 H -0.852 -5.336 2.587  C17 1.192
39 H -2.147 -5.553 3.951  C17 1.180
40 H -3.070 -6.164 0.164  O19 1.021
41 H -4.788 -4.271 2.888  C21 1.195
42 H -4.612 -3.169 5.461  C23 1.191
43 H -7.026 -2.044 6.040  C24 1.194
44 H -7.117 -1.375 4.282  C24 1.170
45 H -5.633 -0.900 5.493  C24 1.194
46 Br 0.509 -2.693 -1.152  C47 1.950
47 C -0.537 -2.033 -2.660  Br46 1.950, C48 1.511, H50 1.094, H51 1.094
48 C -0.390 -0.538 -2.815  C47 1.511, Br49 1.951, H52 1.094, H53 1.094
49 Br -1.455 0.418 -1.489  C48 1.951
50 H -1.570 -2.353 -2.496  C47 1.094
51 H -0.134 -2.553 -3.534  C47 1.094
52 H -0.780 -0.210 -3.782  C48 1.094
53 H 0.641 -0.189 -2.707  C48 1.094
54 Br 3.401 0.257 -4.027  C55 1.950
55 C 3.225 1.544 -5.482  Br54 1.950, C56 1.511, H58 1.094, H59 1.094
56 C 1.888 2.245 -5.433  C55 1.511, Br57 1.951, H60 1.094, H61 1.094
57 Br 0.463 1.094 -6.104  C56 1.951
58 H 3.396 0.997 -6.413  C55 1.094
59 H 4.041 2.257 -5.330  C55 1.094
60 H 1.885 3.116 -6.095  C56 1.094
61 H 1.598 2.558 -4.427  C56 1.094
62 Br -4.186 -2.459 -3.878  C63 1.950
63 C -4.141 -3.354 -5.610  Br62 1.950, C64 1.511, H66 1.094, H67 1.094
64 C -2.771 -3.261 -6.239  C63 1.511, Br65 1.951, H68 1.094, H69 1.094
65 Br -2.462 -1.491 -6.999  C64 1.951
66 H -4.931 -2.908 -6.220  C63 1.094
67 H -4.398 -4.396 -5.397  C63 1.094
68 H -2.686 -3.951 -7.083  C64 1.094
69 H -1.956 -3.453 -5.535  C64 1.094
70 Br 3.216 -3.089 -3.492  C71 1.950
71 C 4.755 -3.540 -4.601  Br70 1.950, C72 1.511, H74 1.094, H75 1.094
72 C 5.788 -4.312 -3.815  C71 1.511, Br73 1.951, H76 1.094, H77 1.094
73 Br 6.811 -3.134 -2.644  C72 1.951
74 H 5.137 -2.602 -5.015  C71 1.094
75 H 4.352 -4.152 -5.413  C71 1.094
76 H 6.529 -4.759 -4.484  C72 1.094
77 H 5.358 -5.094 -3.183  C72 1.094
78 Br 4.345 7.656 2.201  C79 1.950
79 C 3.309 6.155 1.511  Br78 1.950, C80 1.511, H82 1.094, H83 1.094
80 C 3.583 4.894 2.298  C79 1.511, Br81 1.951, H84 1.094, H85 1.094
81 Br 5.297 4.110 1.798  C80 1.951
82 H 3.547 6.064 0.448  C79 1.094
83 H 2.263 6.458 1.620  C79 1.094
84 H 2.840 4.126 2.066  C80 1.094
85 H 3.607 5.054 3.379  C80 1.094
86 Br 9.236 4.121 0.148  C87 1.950
87 C 9.016 5.284 1.698  Br86 1.950, C88 1.511, H90 1.094, H91 1.094
88 C 10.354 5.678 2.280  C87 1.511, Br89 1.951, H92 1.094, H93 1.094
89 Br 11.128 4.220 3.320  C88 1.951
90 H 8.373 4.754 2.406  C87 1.094
91 H 8.486 6.163 1.320  C87 1.094
92 H 10.238 6.502 2.990  C88 1.094
93 H 11.092 5.957 1.523  C88 1.094

E_LUMO   -4.2 eV
Energy   -912429.398 eV
Multiplicity   1
Net charge   +1


Number 2 is which compound?
C25H44Br12Cl2F3N4O3


Among the records above, which one has the lowest net charge?
C25H44BF6NO30PS6


Which value of E_LUMO does entry 2 give?
-4.2 eV